C28H23N2OS | ωB97M-V with the def2-TZVPD basis set

Its net charge is +1. The LUMO energy is -5.44 eV.

Last column: Löwdin charge in e.
Positions of all 55 atoms, in Å:
C1 5.163945 -1.088674 3.590481  -0.08
C2 4.359295 -1.759988 2.663620  -0.07
C3 3.565403 -1.040356 1.768036  -0.01
C4 3.609734 0.353543 1.815334  -0.25
O1 2.761840 1.108642 0.990611  0.01
C5 1.406193 1.128455 1.325128  -0.19
C6 0.929083 2.209608 2.080383  0.04
C7 -0.371546 2.173806 2.528721  0.02
C8 -1.268319 1.117442 2.185841  -0.17
C9 -2.560294 1.180498 2.763059  0.12
C10 -3.648549 0.274479 2.675447  -0.19
C11 -4.937601 0.759639 3.058462  -0.02
C12 -6.072007 -0.019898 2.941137  -0.08
C13 -5.978010 -1.315924 2.408763  -0.02
C14 -4.722005 -1.831092 2.051478  -0.04
C15 -3.565258 -1.086028 2.257664  0.01
C16 -0.786956 0.141406 1.260448  0.03
C17 0.558511 0.089931 0.922680  0.04
C18 4.442739 1.043004 2.700744  0.00
C19 5.199196 0.310377 3.614432  -0.07
H1 5.776714 -1.660040 4.290738  0.11
H2 4.342339 -2.849924 2.626108  0.11
H3 2.905918 -1.532620 1.055870  0.11
H4 1.606466 3.021632 2.338197  0.14
H5 -0.742588 2.987450 3.148403  0.13
H6 -2.766820 2.093726 3.328071  0.14
H7 -5.008815 1.778136 3.442013  0.13
H8 -7.043410 0.370720 3.255572  0.12
H9 -6.878598 -1.916189 2.276355  0.12
H10 -4.656529 -2.829546 1.610835  0.12
H11 -2.582226 -1.533605 2.116790  0.11
H12 -1.479210 -0.564320 0.808676  0.11
H13 0.972761 -0.740377 0.349595  0.13
H14 4.448353 2.130929 2.688654  0.12
H15 5.825593 0.838551 4.334681  0.11
C20 -5.873081 -0.626755 10.624547  -0.07
C21 -4.588573 -0.418709 10.103034  -0.01
C22 -4.421627 -0.541665 8.727384  -0.24
C23 -5.480709 -0.859010 7.858065  -0.45
C24 -6.750858 -1.077724 8.385112  -0.08
C25 -6.939603 -0.958726 9.773212  -0.08
S1 -4.931221 -0.895487 6.179483  1.08
C26 -3.292205 -0.464374 6.654347  -0.61
N1 -2.171353 -0.211556 6.051876  0.02
C27 -1.151425 0.028268 7.130823  -0.17
C28 -1.894477 -0.019113 8.465653  -0.11
N2 -3.240484 -0.371197 8.029697  -0.06
H16 -6.043412 -0.531147 11.696577  0.11
H17 -3.734565 -0.165358 10.735206  0.11
H18 -7.560446 -1.334916 7.705442  0.11
H19 -7.930519 -1.127259 10.191189  0.11
H20 -0.387661 -0.760126 7.095150  0.11
H21 -0.670046 1.003326 6.985589  0.10
H22 -1.501791 -0.783651 9.146789  0.13
H23 -1.900925 0.945766 8.987090  0.12

Forces on atoms 1 to 3 (eV/Å):
C -0.05 0.03 -0.09
C 0.04 0.16 -0.03
C 0.15 0.43 0.26

=====

C28H23N8O5STb | ωB97M-V with the def2-TZVPD basis set

Its net charge is 0. Its expectation value of S² is 12.61. Its spin multiplicity is 7. The LUMO energy (spin up / spin down) is -0.45 / -0.45 eV.

Last column: Mulliken spin population.
Positions of all 66 atoms, in Å:
Tb1 2.064194 1.207749 -1.141713  6.14
N1 1.297131 1.597706 3.607925  0.00
C1 0.930550 1.537561 2.307799  0.00
N2 1.576503 0.953935 1.377349  -0.03
C2 2.902506 0.351574 1.677238  0.01
N3 3.042284 -0.957836 1.043635  -0.02
N4 2.710054 -0.834782 -0.276027  -0.04
C3 2.935776 -1.912272 -1.091284  0.00
C4 2.662865 -1.758045 -2.451827  0.00
C5 3.041397 -2.738341 -3.403762  0.00
C6 2.780801 -2.523591 -4.724576  0.00
C7 2.142353 -1.323255 -5.116224  0.00
C8 1.819122 -0.393845 -4.152575  0.00
N5 2.057374 -0.567930 -2.846325  -0.01
C9 3.177727 0.180455 3.157006  0.00
C10 4.235483 -0.596516 3.611180  0.00
C11 4.499797 -0.703817 4.969283  0.00
C12 3.692819 -0.037422 5.883316  0.00
C13 2.624937 0.727609 5.444669  0.00
C14 2.377196 0.833745 4.084195  0.00
H1 0.682671 2.046508 4.264144  0.00
H2 -0.007950 2.028057 2.062198  0.00
H3 3.355539 -2.836301 -0.706171  0.00
H4 3.540300 -3.638416 -3.067062  0.00
H5 3.068915 -3.258287 -5.465639  0.00
H6 1.926866 -1.115754 -6.154751  0.00
H7 1.354842 0.549112 -4.419089  0.00
H8 4.839482 -1.123068 2.881737  0.00
H9 5.330828 -1.304976 5.313836  0.00
H10 3.891392 -0.116004 6.944822  0.00
H11 1.983097 1.237419 6.155296  0.00
O1 2.092986 4.914710 -2.321496  0.00
S1 2.067516 3.551656 -1.916968  0.00
O2 1.050693 2.675794 -2.603026  0.00
O3 1.757731 3.324532 -0.444569  -0.01
O4 3.342971 2.779445 -2.100131  -0.02
C15 4.112539 2.709783 1.768915  0.00
C16 3.897217 1.415269 1.044527  -0.02
O5 4.387496 1.203110 -0.041487  -0.01
H12 5.098655 3.096548 1.518575  0.00
H13 3.990412 2.620980 2.845820  0.00
H14 3.371484 3.407505 1.371073  0.00
N6 -4.999437 -1.791506 -0.548529  0.00
C17 -6.378755 -1.732790 -0.594089  0.00
C18 -7.369890 -2.700187 -0.440071  0.00
C19 -8.675708 -2.267516 -0.558089  0.00
C20 -8.983751 -0.919451 -0.819930  0.00
C21 -7.992332 0.027636 -0.971061  0.00
C22 -6.666023 -0.391535 -0.856920  0.00
N7 -5.492589 0.340459 -0.972494  0.00
C23 -4.536697 -0.522887 -0.787928  0.00
C24 -3.102341 -0.188392 -0.839705  0.00
C25 -2.105736 -1.106872 -0.527532  0.00
C26 -0.783220 -0.717426 -0.617210  0.00
N8 -0.415211 0.504367 -0.996520  -0.01
C27 -1.372470 1.392577 -1.292781  0.00
C28 -2.717880 1.088680 -1.221620  0.00
H15 -4.444370 -2.614519 -0.402150  0.00
H16 -7.134142 -3.737799 -0.239461  0.00
H17 -9.482242 -2.981184 -0.447779  0.00
H18 -10.022107 -0.625342 -0.905219  0.00
H19 -8.222041 1.065967 -1.175099  0.00
H20 -2.329206 -2.117832 -0.211794  0.00
H21 0.019704 -1.405612 -0.376474  0.00
H22 -1.030086 2.366515 -1.616113  0.00
H23 -3.470019 1.824345 -1.471264  0.00

Forces on atoms 1 to 3 (eV/Å):
Tb -0.75 -2.65 0.57
N 0.06 -0.03 0.08
C -0.21 0.07 -0.16

=====

C28H23NO4PdS3 | ωB97M-V with the def2-TZVPD basis set

Its relative energy (zero: lowest compared OMol25 entry of this formula, charge and spin) is 0.0 kJ/mol. Its net charge is -2. The LUMO energy is 4.06 eV.

Last column: Löwdin charge in e.
Positions of all 60 atoms, in Å:
Pd1 -0.080734 0.560704 -0.723330  0.65
S1 -3.891024 -1.050122 -3.034170  0.91
C1 -2.719509 -0.332450 -4.054031  -0.47
C2 -1.665460 0.146464 -3.341664  -0.25
C3 -1.742888 -0.025258 -1.910428  -0.25
C4 -2.917662 -0.667190 -1.607556  -0.53
C5 -3.439574 -1.110361 -0.312701  -0.31
C6 -4.382317 -2.155216 -0.232551  -0.07
C7 -4.873642 -2.549430 0.991977  -0.10
C8 -4.416684 -1.913775 2.140635  -0.10
C9 -3.482706 -0.905694 1.974709  -0.17
N1 -3.009417 -0.502014 0.801439  0.12
H1 -2.868969 -0.307824 -5.123444  0.04
H2 -0.816694 0.612553 -3.827339  0.08
H3 -4.701323 -2.658794 -1.135432  0.07
H4 -5.593888 -3.357805 1.053461  0.09
H5 -4.759345 -2.194001 3.128300  0.08
H6 -3.076405 -0.388277 2.839949  0.08
O1 0.156996 -0.747132 2.252058  -0.53
S2 -0.398670 0.627495 2.383859  0.94
C10 0.641354 1.381669 3.665562  -0.34
C11 1.695274 0.641171 4.175213  -0.07
C12 2.499990 1.184202 5.168306  -0.09
C13 2.244555 2.458369 5.655185  -0.11
C14 1.180004 3.191809 5.145041  -0.10
C15 0.375306 2.654779 4.151528  -0.08
C16 0.169125 1.655031 1.035933  -0.57
C17 -0.431890 2.943984 0.933010  -0.15
C18 0.201435 3.941378 0.247420  -0.13
C19 1.442451 3.693357 -0.393872  -0.13
C20 2.044180 2.466960 -0.294116  -0.10
C21 1.447830 1.405912 0.448763  -0.26
H7 1.859904 -0.351699 3.774876  0.10
H8 3.330124 0.609070 5.560886  0.10
H9 2.872692 2.882730 6.429233  0.09
H10 0.979051 4.188680 5.518906  0.09
H11 -0.446649 3.229861 3.743976  0.10
H12 -1.405741 3.103519 1.384936  0.10
H13 -0.275112 4.909297 0.144211  0.09
H14 1.912620 4.476913 -0.975422  0.09
H15 2.997703 2.289276 -0.778378  0.10
H16 2.066195 0.591972 0.813300  0.10
C22 -0.383607 -2.995107 -0.866105  -0.06
C23 0.673170 -2.434049 -1.779405  -0.30
C24 0.627130 -2.629865 -3.158322  -0.06
C25 1.623439 -2.136363 -3.987354  -0.07
C26 2.687508 -1.419445 -3.454126  -0.27
C27 2.730486 -1.192040 -2.089596  -0.06
C28 1.735773 -1.698413 -1.260018  -0.09
S3 4.010100 -0.865363 -4.531439  0.39
O2 4.745540 -2.086111 -4.851022  -0.39
O3 3.335892 -0.280667 -5.685625  -0.39
O4 4.772873 0.089990 -3.734163  -0.39
H17 -1.315925 -3.157593 -1.409406  0.07
H18 -0.588551 -2.303704 -0.045534  0.05
H19 -0.064348 -3.949767 -0.435339  0.07
H20 -0.218275 -3.159536 -3.586494  0.10
H21 1.581291 -2.282442 -5.059802  0.11
H22 3.549250 -0.604309 -1.695328  0.10
H23 1.777769 -1.525328 -0.189155  0.09

Forces on atoms 1 to 3 (eV/Å):
Pd -0.14 0.06 -0.02
S 0.01 0.02 0.02
C 0.01 -0.02 0.02

=====

What is the formula in the third record? C28H23NO4PdS3

=====

What is the net charge in the second record? 0